Version one
Computed, not measured: an isolated molecule of C2H5NP2, with ωB97M-V/def2-TZVPD.

The SMILES is [H]/P=C/P=N/C. For the LUMO energy, the calculation gives -0.777 eV. The HOMO-LUMO gap is 7.904 eV. The HOMO energy is -8.7 eV.

Each line ends with the Mulliken charge.
CARTESIAN COORDINATES (ANGSTROEM)
1 H -0.084 2.436 3.550  0.005
2 P -0.657 1.176 3.610  -0.035
3 C -0.206 0.938 2.012  -0.299
4 P -0.414 -0.751 1.185  -0.096
5 N 0.219 -0.433 -0.187  -0.096
6 C 0.703 -1.203 -1.251  -0.598
7 H 0.141 1.786 1.584  0.375
8 H 1.279 -2.039 -0.949  0.278
9 H 1.296 -0.522 -1.897  0.253
10 H -0.115 -1.872 -1.885  0.211

Version two
Computed, not measured: an isolated molecule of C2H5NP2, with ωB97M-V/def2-TZVPD.

The SMILES is C=PN1CP1. For the LUMO energy, the calculation gives 0.501 eV. The HOMO-LUMO gap is 8.760 eV. The HOMO energy is -8.3 eV.

Each line ends with the Mulliken charge.
CARTESIAN COORDINATES (ANGSTROEM)
1 C -1.170 0.994 1.698  -0.604
2 P -1.667 -0.440 0.803  0.047
3 N -0.385 -0.926 -0.318  -0.089
4 C 0.929 -0.883 -0.823  -0.459
5 P -0.085 -2.175 -1.675  -0.031
6 H -0.200 1.461 1.778  0.252
7 H -1.832 1.183 2.506  0.260
8 H 1.136 -0.088 -1.473  0.233
9 H 1.765 -0.973 -0.287  0.358
10 H -0.576 -1.424 -2.696  0.032

Energy comparison, zero being the most stable, in eV: version one 0.000; version two 0.088.

Version one
Computed, not measured: an isolated molecule of C6H9F, with ωB97M-V/def2-TZVPD.

For the LUMO energy (alpha / beta), the calculation gives 0.756 / 0.707 eV. The HOMO-LUMO gap (alpha / beta) is 8.405 / 8.103 eV. The HOMO energy (alpha / beta) is -7.6 / -7.4 eV.

Each line ends with the Mulliken charge.
CARTESIAN COORDINATES (ANGSTROEM)
1 C 0.973 0.462 0.621  -0.464
2 C -0.905 1.429 -0.358  -0.375
3 C 0.444 1.780 0.152  -0.679
4 C -0.095 -0.698 0.489  0.387
5 C -1.326 0.032 -0.073  -0.124
6 C 0.319 -1.871 -0.415  -1.452
7 F -2.576 -0.264 0.420  -0.288
8 H 1.937 0.260 0.042  0.273
9 H 1.484 0.685 1.649  0.289
10 H -1.750 2.114 -0.459  0.436
11 H -0.421 1.267 -1.359  0.191
12 H 0.897 2.612 -0.430  0.322
13 H -0.429 -1.092 1.378  0.385
14 H -0.207 -2.750 -0.079  0.406
15 H 1.342 -2.249 -0.106  0.357
16 H 0.312 -1.716 -1.472  0.336

Version two
Computed, not measured: a structure of composition C6H9F, with ωB97M-V/def2-TZVPD.

For the LUMO energy, the calculation gives 1.090 eV. The HOMO-LUMO gap is 10.298 eV. The HOMO energy is -9.2 eV.

Each line ends with the Mulliken charge.
CARTESIAN COORDINATES (ANGSTROEM)
1 C 0.484 -0.650 -2.019  -0.734
2 C -0.545 -1.468 -1.584  0.374
3 C -0.571 -1.278 -0.149  -0.621
4 C 0.500 -0.202 -0.154  -0.339
5 C 0.155 1.284 1.792  -0.985
6 C 0.152 1.218 0.185  -0.465
7 F -1.307 -2.290 -2.334  -0.299
8 H 0.950 -0.218 -2.812  0.463
9 H -1.534 -0.873 0.348  0.246
10 H -0.264 -2.155 0.363  0.294
11 H 1.543 -0.373 0.029  0.525
12 H 1.024 1.765 2.315  0.311
13 H -0.028 0.249 2.181  0.264
14 H -0.607 1.883 2.237  0.312
15 H 0.931 1.862 -0.154  0.345
16 H -0.884 1.247 -0.244  0.308

Version three
Computed, not measured: an isolated molecule of C6H9F, with ωB97M-V/def2-TZVPD.

The SMILES is C=C/C(=C\C)CF. For the LUMO energy, the calculation gives 0.884 eV. The HOMO-LUMO gap is 9.779 eV. The HOMO energy is -8.9 eV.

Each line ends with the Mulliken charge.
CARTESIAN COORDINATES (ANGSTROEM)
1 C -0.832 1.661 0.019  -0.744
2 C 0.383 1.271 -0.241  -0.310
3 C 0.639 -0.092 0.004  0.707
4 C -0.308 -0.977 0.135  0.024
5 C -1.687 -0.923 -0.380  -1.550
6 C 2.032 -0.277 0.487  -0.635
7 F 2.818 -0.112 -0.679  -0.305
8 H -1.035 2.907 0.283  0.200
9 H -1.606 0.831 0.306  0.257
10 H 1.257 1.756 -0.657  0.399
11 H -0.018 -2.150 0.264  0.108
12 H -2.439 -0.798 0.334  0.411
13 H -1.938 -1.982 -0.788  0.329
14 H -1.667 -0.140 -1.257  0.447
15 H 2.158 -1.251 0.781  0.351
16 H 2.242 0.277 1.389  0.311

Energy comparison, zero being the most stable, in eV: version one 1.210; version two 0.000; version three 0.467.

Version one
Computed, not measured: an isolated molecule of CH4O3S, with ωB97M-V/def2-TZVPD.

The SMILES is OC(O)(O)S. For the LUMO energy, the calculation gives 0.439 eV. The HOMO-LUMO gap is 9.080 eV. The HOMO energy is -8.6 eV.

Each line ends with the Mulliken charge.
CARTESIAN COORDINATES (ANGSTROEM)
1 O -0.665 -1.020 0.604  -0.486
2 C -0.320 0.166 0.073  0.599
3 O -0.708 0.323 -1.200  -0.491
4 O -0.567 1.214 0.863  -0.477
5 S 1.922 0.021 -0.020  -0.304
6 H -0.431 -1.039 1.542  0.351
7 H -0.717 -0.529 -1.658  0.370
8 H -0.456 2.041 0.378  0.350
9 H 1.942 -1.177 -0.582  0.088

Version two
Computed, not measured: a cluster of 2 separate species, CH4O3S in total, with ωB97M-V/def2-TZVPD.

For the LUMO energy (alpha / beta), the calculation gives -1.360 / -1.209 eV. The HOMO-LUMO gap (alpha / beta) is 8.061 / 8.298 eV. The HOMO energy (alpha / beta) is -9.4 / -9.5 eV.

Each line ends with the Mulliken charge.
CARTESIAN COORDINATES (ANGSTROEM)
1 C -0.429 1.013 0.279  -0.802
2 O -1.182 -1.953 -0.425  -0.505
3 O 2.000 0.400 -0.838  -0.349
4 O 1.760 -0.467 0.104  0.080
5 S 0.354 -0.460 0.866  0.270
6 H 0.138 1.593 -0.406  0.347
7 H -0.524 1.740 1.117  0.306
8 H -1.345 0.932 -0.201  0.370
9 H -0.773 -2.799 -0.496  0.283

Energy comparison, zero being the most stable, in eV: version one 0.000; version two 6.686.